{
  "formula": "C13H36INO12P4S",
  "method": "the ωB97M-V functional and the def2-TZVPD basis",
  "symbols": ["S", "C", "N", "P", "C", "C", "C", "I", "H", "H", "H", "H", "H", "H", "H", "H", "H", "C", "O", "P", "O", "O", "C", "O", "C", "H", "H", "H", "H", "H", "H", "H", "H", "H", "C", "O", "P", "O", "O", "C", "O", "C", "H", "H", "H", "H", "H", "H", "H", "H", "H", "C", "O", "P", "O", "O", "C", "O", "C", "H", "H", "H", "H", "H", "H", "H", "H", "H"],
  "coordinates": [[0.4904, 0.3101, -1.8890], [1.6188, 0.8698, -3.0808], [2.6334, 1.4972, -3.8150], [3.9843, 1.8307, -2.6458], [5.2668, 2.0472, -1.2415], [5.7126, 3.6021, -0.9741], [4.5503, 4.3567, -0.0454], [5.1746, 6.4947, 0.0625], [3.2552, 3.0359, -2.2861], [3.6239, 0.5507, -2.0219], [4.9773, 1.8351, -3.6919], [6.1657, 1.3105, -1.4350], [4.7491, 1.6718, -0.2363], [6.6840, 3.5893, -0.2803], [5.8847, 4.2433, -1.9429], [4.5206, 3.8965, 1.0518], [3.4691, 4.2462, -0.4857], [0.7244, -2.0960, 5.3275], [-0.3004, -1.7459, 4.4219], [-0.0222, -0.5653, 3.3644], [1.4180, -0.3100, 3.0401], [-0.8144, 0.6939, 3.9804], [-0.4467, 1.1290, 5.2732], [-0.9389, -0.9952, 2.1137], [-0.7174, -0.3168, 0.8963], [1.0794, -3.1013, 5.0892], [1.5687, -1.4012, 5.2960], [0.3141, -2.0947, 6.3399], [0.6311, 1.0360, 5.4331], [-0.9820, 0.5340, 6.0180], [-0.7310, 2.1776, 5.3903], [-1.4589, -0.6548, 0.1676], [0.2797, -0.5529, 0.5139], [-0.8192, 0.7628, 1.0332], [-1.5248, -4.3598, 1.2189], [-1.4321, -5.2998, 0.1699], [0.0155, -5.6068, -0.4623], [1.1865, -5.3224, 0.4280], [0.0052, -4.7952, -1.8529], [-0.1910, -3.3974, -1.7927], [-0.1285, -7.1385, -0.9342], [1.0601, -7.8131, -1.2856], [-1.8121, -4.8795, 2.1358], [-0.5853, -3.8260, 1.3893], [-2.2965, -3.6284, 0.9682], [0.2982, -2.9640, -0.9160], [-1.2632, -3.1865, -1.7577], [0.2283, -2.9399, -2.6922], [0.8008, -8.8077, -1.6579], [1.6990, -7.9262, -0.4051], [1.5948, -7.2685, -2.0680], [-3.5421, 1.9184, -3.8134], [-3.4555, 3.1147, -3.0691], [-3.7416, 3.0585, -1.4865], [-3.5331, 1.7252, -0.8359], [-5.2288, 3.6592, -1.3455], [-6.2700, 2.9954, -2.0320], [-2.8145, 4.2468, -0.9227], [-2.6152, 4.2940, 0.4734], [-2.5451, 1.6508, -4.1710], [-3.9476, 1.0877, -3.2284], [-4.1948, 2.0859, -4.6731], [-6.1207, 1.9121, -2.0303], [-6.3103, 3.3597, -3.0620], [-7.2202, 3.2208, -1.5417], [-2.0374, 5.1903, 0.7142], [-2.0493, 3.4167, 0.7992], [-3.5733, 4.3367, 0.9977]],
  "atomic_forces_ev_per_a": [[3.5, 1.7, -4.1], [3.6, 3.3, -1.9], [-8.3, -4.9, 4.3], [1.0, -0.8, 2.4], [0.5, 0.5, 1.3], [-0.1, -0.2, 1.4], [0.2, -1.6, -0.1], [-0.6, -1.2, 0.1], [0.7, -0.6, -0.4], [0.7, 0.8, -0.4], [-0.9, 0.1, 0.4], [-1.6, 1.6, 0.4], [1.0, 0.7, -2.1], [-2.0, 0.3, -1.8], [-0.2, -1.4, 1.8], [0.2, 1.2, -2.4], [2.2, 0.6, 0.8], [0.7, -0.4, 0.7], [-0.4, 1.0, -1.2], [0.9, 0.0, -0.5], [-2.0, -0.3, 0.6], [0.1, -0.7, -1.1], [0.1, 0.2, 0.7], [0.3, -0.1, 1.9], [0.2, 0.4, -0.8], [0.0, 0.1, 0.0], [-0.1, -0.1, -0.1], [-0.1, 0.0, -0.1], [0.0, 0.1, 0.0], [0.1, 0.0, 0.0], [0.0, -0.2, -0.2], [0.0, 0.0, 0.3], [-0.1, 0.1, 0.2], [0.0, -0.1, -0.1], [-0.2, 0.7, 0.9], [1.1, -0.8, -1.0], [0.7, -0.1, 0.7], [-1.7, -0.3, -1.2], [0.2, -1.2, 0.5], [-0.2, 0.7, 0.0], [-0.8, 1.6, 0.4], [0.9, -0.5, -0.1], [0.1, 0.1, -0.1], [-0.1, -0.2, 0.0], [0.0, -0.1, 0.0], [0.0, 0.0, -0.1], [0.0, 0.1, 0.0], [0.0, -0.2, 0.2], [-0.2, 0.3, 0.1], [0.0, 0.1, -0.2], [0.0, -0.1, 0.1], [0.0, -0.8, -0.7], [-0.1, 0.6, 1.5], [0.5, -0.6, 0.5], [-0.4, 1.7, -1.0], [1.2, 0.1, 0.5], [-0.5, -0.3, -0.4], [-1.0, -0.8, -1.4], [0.2, -0.1, 1.0], [-0.1, 0.0, 0.1], [0.2, 0.1, 0.0], [0.1, 0.1, 0.1], [-0.1, 0.0, 0.0], [0.0, -0.1, 0.0], [0.2, 0.0, 0.0], [-0.1, -0.1, -0.2], [-0.2, 0.1, 0.0], [0.1, 0.0, 0.0]],
  "nbo_charge": [-0.03, 0.26, -0.77, 0.90, -0.76, -0.45, -0.52, 0.06, -0.02, -0.04, 0.01, 0.23, 0.22, 0.23, 0.22, 0.24, 0.22, -0.25, -0.81, 2.55, -1.10, -0.81, -0.26, -0.80, -0.26, 0.19, 0.20, 0.18, 0.19, 0.18, 0.20, 0.20, 0.20, 0.19, -0.26, -0.81, 2.54, -1.10, -0.81, -0.26, -0.79, -0.25, 0.19, 0.20, 0.19, 0.19, 0.18, 0.20, 0.19, 0.20, 0.18, -0.25, -0.80, 2.55, -1.10, -0.81, -0.26, -0.79, -0.25, 0.19, 0.20, 0.18, 0.19, 0.18, 0.20, 0.20, 0.19, 0.19],
  "orbital_gap_ev": 8.716,
  "homo_energy_ev": -9.36,
  "lumo_ev": -0.6,
  "smiles": "S=C=N[PH3]CCCI.COP(=O)(OC)OC.COP(=O)(OC)OC.COP(=O)(OC)OC"
}

=====

{
  "formula": "C28H24Cl4N4O4SSiV",
  "method": "the ωB97M-V functional and the def2-TZVPD basis",
  "symbols": ["V", "C", "C", "N", "N", "C", "O", "C", "C", "C", "C", "C", "C", "C", "C", "C", "C", "C", "N", "H", "H", "H", "H", "H", "H", "H", "H", "H", "H", "H", "H", "C", "Si", "C", "C", "C", "C", "C", "C", "N", "C", "S", "H", "H", "H", "H", "H", "H", "H", "H", "H", "H", "H", "H", "Cl", "C", "C", "Cl", "C", "Cl", "C", "O", "C", "O", "C", "Cl", "O"],
  "coordinates": [[-1.4845, 0.1385, -0.6033], [0.7713, -4.0664, 0.4159], [-0.0909, -2.8457, 0.5174], [-0.3929, -2.1475, -0.5245], [0.1076, -2.5520, -1.7003], [-0.5377, -1.9131, -2.7042], [-1.5701, -1.2330, -2.5875], [0.0862, -2.0888, -4.0579], [1.0737, -3.0376, -4.3038], [1.6675, -3.1202, -5.5543], [1.2931, -2.2404, -6.5634], [0.3100, -1.2909, -6.3214], [-0.3007, -1.2242, -5.0776], [-0.7141, -2.4187, 1.7890], [-0.3652, -2.9368, 3.0377], [-1.0725, -2.5230, 4.1562], [-2.1082, -1.6159, 4.0102], [-2.3647, -1.1246, 2.7327], [-1.6849, -1.5078, 1.6675], [0.3385, -4.7620, -0.3074], [1.7567, -3.8001, 0.0235], [0.8880, -4.5733, 1.3721], [1.3764, -3.6882, -3.4944], [2.4410, -3.8579, -5.7380], [1.7780, -2.2851, -7.5321], [0.0333, -0.5827, -7.0935], [-1.0590, -0.4815, -4.8621], [0.4509, -3.6387, 3.1345], [-0.8134, -2.9099, 5.1356], [-2.6918, -1.2768, 4.8558], [-3.1335, -0.3829, 2.5507], [-0.3537, 4.5061, 3.5963], [-0.0231, 2.7813, 4.2516], [1.3031, 2.9385, 5.5893], [-1.5604, 2.1037, 5.0852], [0.6261, 1.6302, 2.9356], [1.8926, 1.0705, 3.0045], [2.3748, 0.2344, 1.9969], [1.5258, -0.0547, 0.9452], [0.2915, 0.4258, 0.8818], [-0.1623, 1.2924, 1.7990], [-1.7188, 1.9087, 1.4081], [-0.6193, 5.1883, 4.4096], [-1.1680, 4.4795, 2.8721], [0.5309, 4.9020, 3.0918], [0.9522, 3.6042, 6.3828], [2.2310, 3.3554, 5.1899], [1.5341, 1.9707, 6.0417], [-1.8621, 2.7349, 5.9266], [-1.3732, 1.0947, 5.4585], [-2.3792, 2.0529, 4.3662], [2.5344, 1.2974, 3.8511], [3.3755, -0.1751, 2.0259], [1.8210, -0.6841, 0.1119], [-0.6237, 3.6825, -6.4326], [-0.3030, 2.7188, -5.0175], [0.9098, 2.0814, -4.8710], [2.1349, 2.2100, -6.0992], [1.1500, 1.3041, -3.7213], [2.6528, 0.4566, -3.5194], [0.1807, 1.1475, -2.7396], [0.2945, 0.4232, -1.6781], [-1.0835, 1.8186, -2.8816], [-1.9423, 1.6423, -1.9351], [-1.2901, 2.5963, -4.0188], [-2.8227, 3.4044, -4.1818], [-3.0183, -0.1564, -0.4990]],
  "atomic_forces_ev_per_a": [[-0.6, 0.2, -0.7], [0.0, 0.0, 0.0], [-0.1, 0.1, 0.1], [-0.1, 0.0, 0.2], [-0.1, 0.1, -0.2], [0.1, -0.4, 0.3], [0.1, 0.3, 0.1], [-0.1, 0.0, 0.0], [0.0, 0.0, 0.0], [0.0, 0.0, 0.0], [0.0, 0.0, 0.0], [0.0, 0.0, 0.0], [0.0, 0.0, 0.0], [0.0, 0.0, -0.3], [0.0, 0.0, 0.1], [0.0, 0.0, 0.0], [0.0, 0.0, 0.0], [0.1, -0.1, 0.1], [0.0, 0.1, 0.1], [0.0, 0.0, 0.0], [0.0, 0.0, 0.0], [0.0, 0.0, 0.0], [0.0, 0.0, 0.0], [0.0, 0.0, 0.0], [0.0, 0.0, 0.0], [0.0, 0.0, 0.0], [0.0, 0.0, 0.0], [0.0, 0.0, 0.0], [0.0, 0.0, 0.0], [0.0, 0.0, 0.0], [0.0, 0.0, 0.0], [0.0, 0.0, 0.0], [0.0, 0.0, 0.0], [0.0, 0.0, 0.0], [0.0, 0.0, 0.0], [-0.1, 0.0, -0.1], [0.0, 0.0, 0.0], [0.0, 0.0, 0.0], [0.0, 0.0, 0.0], [0.0, -0.1, 0.1], [0.1, 0.1, 0.2], [0.1, -0.1, 0.0], [0.0, 0.0, 0.0], [0.0, 0.0, 0.0], [0.0, 0.0, 0.0], [0.0, 0.0, 0.0], [0.0, 0.0, 0.0], [0.0, 0.0, 0.0], [0.0, 0.0, 0.0], [0.0, 0.0, 0.0], [0.0, 0.0, 0.0], [0.0, 0.0, 0.0], [0.0, 0.0, 0.0], [0.0, 0.0, 0.0], [0.0, 0.0, 0.0], [-0.1, 0.0, 0.0], [0.0, -0.1, 0.1], [0.0, 0.0, 0.0], [0.0, 0.1, -0.1], [0.0, 0.0, 0.0], [-0.1, 0.0, 0.0], [0.4, 0.1, -0.1], [0.0, 0.2, -0.2], [0.2, -0.1, 0.2], [0.0, 0.0, 0.0], [0.0, 0.0, 0.0], [-0.2, -0.3, 0.2]],
  "nbo_charge": [1.44, -0.66, 0.13, -0.20, -0.51, 0.62, -0.66, -0.03, -0.19, -0.24, -0.22, -0.23, -0.18, 0.20, -0.27, -0.18, -0.30, 0.08, -0.41, 0.23, 0.23, 0.19, 0.23, 0.19, 0.19, 0.21, 0.25, 0.20, 0.19, 0.20, 0.22, -1.12, 1.66, -1.11, -1.12, -0.57, -0.16, -0.29, 0.08, -0.52, 0.12, -0.26, 0.21, 0.27, 0.23, 0.22, 0.23, 0.23, 0.21, 0.23, 0.26, 0.19, 0.19, 0.22, -0.03, -0.12, -0.12, -0.03, -0.17, -0.03, 0.35, -0.78, 0.28, -0.69, -0.15, -0.03, -0.59],
  "orbital_gap_ev": [5.486, 5.621],
  "de_lowest_kcal_mol": 15.7,
  "total_charge": -2,
  "homo_energy_ev": [-1.24, -1.37],
  "lumo_ev": [4.3, 4.3],
  "spin_multiplicity": 2,
  "s2": 0.769
}

=====

{
  "formula": "C24H33N9",
  "method": "the ωB97M-V functional and the def2-TZVPD basis",
  "symbols": ["C", "C", "H", "H", "C", "C", "N", "N", "N", "N", "C", "C", "H", "H", "H", "C", "H", "H", "H", "C", "H", "H", "H", "N", "C", "C", "C", "C", "C", "C", "C", "C", "C", "N", "N", "N", "N", "C", "C", "H", "H", "H", "H", "H", "H", "H", "H", "H", "C", "C", "C", "H", "C", "H", "H", "C", "H", "H", "H", "H", "H", "H", "H", "H", "H", "H"],
  "coordinates": [[2.4996, 1.3406, 3.7709], [2.4506, 1.4089, 2.2498], [2.0975, 2.3954, 1.9488], [3.4522, 1.2570, 1.8444], [1.5187, 0.3227, 1.6680], [0.1107, 0.5951, 2.0851], [-0.4696, 1.7623, 1.8908], [-1.7133, 1.6488, 2.3303], [-1.9245, 0.4875, 2.7851], [-0.8055, -0.2280, 2.6535], [-0.7736, -1.5925, 3.1720], [0.1273, -2.5001, 2.3334], [0.0460, -2.2301, 1.2842], [-0.2008, -3.5292, 2.4524], [1.1658, -2.4477, 2.6511], [-2.2061, -2.1266, 3.1138], [-2.8821, -1.4742, 3.6584], [-2.2432, -3.1212, 3.5497], [-2.5296, -2.1803, 2.0767], [-0.2877, -1.5178, 4.6237], [0.7113, -1.0882, 4.6758], [-0.9614, -0.9019, 5.2159], [-0.2599, -2.5156, 5.0532], [1.5364, 0.1971, 0.2228], [1.1168, 1.3479, -0.5353], [-0.1536, 1.1403, -1.3213], [-0.5278, 1.9824, -2.3201], [-1.7706, 1.8648, -3.0093], [-2.1292, 2.7583, -4.0294], [-3.3401, 2.6347, -4.6624], [-4.2257, 1.6232, -4.2976], [-3.9234, 0.7151, -3.3009], [-2.6798, 0.8432, -2.6591], [-2.2662, -0.0068, -1.6652], [-2.8912, -1.0712, -1.1566], [-2.1278, -1.5718, -0.2715], [-1.0030, -0.9019, -0.1443], [-1.0603, 0.0989, -1.0067], [-4.8906, -0.3582, -2.9245], [-5.1503, -0.2854, -1.8700], [-5.7952, -0.2790, -3.5217], [-4.4492, -1.3422, -3.0723], [-5.1758, 1.5452, -4.8047], [-3.6148, 3.3242, -5.4463], [-1.4389, 3.5420, -4.3017], [0.1261, 2.7935, -2.6067], [1.8989, 1.6879, -1.2258], [0.9035, 2.1702, 0.1562], [2.5364, -0.6574, -0.3635], [2.0830, -1.2596, -1.7052], [3.3867, -1.5697, -2.4290], [3.2467, -1.7296, -3.4972], [4.2401, -0.3396, -2.1267], [5.3025, -0.5191, -2.2873], [3.9340, 0.4820, -2.7771], [3.9211, -0.0079, -0.6652], [3.8991, 1.0684, -0.4974], [4.6787, -0.4291, -0.0042], [3.8495, -2.4610, -2.0026], [1.4516, -2.1334, -1.5570], [1.5161, -0.5222, -2.2729], [2.6873, -1.4824, 0.3389], [1.8372, -0.6368, 2.0752], [3.1689, 2.1028, 4.1627], [2.8596, 0.3679, 4.1034], [1.5111, 1.5097, 4.1926]],
  "atomic_forces_ev_per_a": [[0.0, 0.1, -0.2], [-0.1, -0.3, 0.1], [0.0, 0.0, -0.1], [0.0, 0.0, -0.1], [0.4, 0.3, -0.1], [-0.5, -0.3, 0.5], [0.9, 0.0, -0.2], [-0.6, 0.7, -0.1], [-0.7, -0.7, 0.5], [0.6, 1.2, -0.6], [-0.1, -0.7, 0.5], [0.0, 0.1, 0.0], [0.1, -0.1, -0.1], [0.0, -0.1, 0.1], [0.1, 0.0, 0.0], [0.0, 0.1, 0.0], [-0.1, -0.1, 0.0], [0.1, -0.1, 0.0], [-0.1, 0.0, 0.0], [-0.1, 0.0, -0.2], [0.1, 0.0, 0.0], [-0.1, 0.0, 0.1], [0.0, -0.1, 0.1], [0.1, 0.1, 0.1], [0.0, 0.1, 0.1], [0.1, 0.7, -0.5], [0.3, -0.4, 0.5], [-0.5, -0.2, -0.1], [-0.1, -0.1, 0.0], [0.1, 0.1, 0.0], [0.1, -0.1, 0.1], [0.0, 0.1, -0.1], [-0.2, 0.7, -0.8], [1.5, -0.1, 1.0], [-1.2, -0.3, -0.5], [-0.3, -0.6, 0.2], [0.6, 0.4, -0.1], [-0.7, -0.3, -0.2], [-0.2, -0.1, 0.0], [-0.1, -0.1, 0.0], [0.0, 0.0, -0.1], [-0.1, 0.0, 0.0], [-0.1, 0.0, 0.0], [0.0, 0.1, -0.1], [0.1, 0.1, 0.0], [0.1, 0.1, 0.0], [0.0, 0.0, 0.0], [0.1, 0.0, -0.2], [0.0, -0.1, -0.1], [0.2, -0.2, 0.1], [-0.1, 0.1, -0.1], [0.0, -0.1, 0.0], [0.2, -0.1, 0.0], [0.0, 0.1, -0.1], [0.0, 0.0, 0.0], [0.0, 0.0, 0.0], [0.0, 0.0, 0.1], [0.0, 0.1, 0.1], [0.0, -0.1, 0.0], [-0.1, 0.0, 0.0], [0.0, 0.1, -0.1], [0.0, 0.0, 0.0], [0.0, 0.1, 0.0], [0.0, 0.0, 0.1], [0.0, -0.1, 0.1], [-0.1, 0.0, 0.1]],
  "nbo_charge": [-0.61, -0.41, 0.22, 0.21, -0.07, 0.37, -0.35, -0.07, -0.07, -0.20, 0.13, -0.63, 0.26, 0.22, 0.20, -0.62, 0.23, 0.21, 0.24, -0.61, 0.21, 0.22, 0.22, -0.45, -0.26, -0.02, -0.18, 0.01, -0.21, -0.20, -0.20, 0.01, 0.13, -0.16, -0.08, -0.05, -0.32, 0.30, -0.63, 0.24, 0.21, 0.24, 0.22, 0.22, 0.22, 0.22, 0.20, 0.26, -0.02, -0.41, -0.40, 0.21, -0.40, 0.21, 0.19, -0.43, 0.21, 0.21, 0.19, 0.22, 0.20, 0.20, 0.22, 0.22, 0.20, 0.21],
  "orbital_gap_ev": 8.347,
  "homo_energy_ev": -8.20,
  "lumo_ev": 0.2,
  "smiles": "CC[C@@H](c1nnnn1C(C)(C)C)N(Cc1cc2cccc(C)c2n2nnnc12)C1CCCC1"
}